Arrangement one

The following is a quantum chemistry calculation of a single C5H3N molecule, from OMol25.

Results
E_LUMO (alpha / beta) in eV: 0.60 / 0.60

```
! RIJCOSX wB97M-V def2-TZVPD def2/J DEFGRID3
* xyz 0 1
C -0.2419 1.1454 0.0122
H -2.0213 0.0204 -0.0491
H -0.3722 2.2271 -0.0460
C -1.0086 -0.0280 -0.0213
N 1.0519 0.7896 0.0431
C 1.2163 -0.9561 -0.0092
H -0.6552 -2.0787 0.0404
C -0.1154 -1.2009 0.0499
C 2.1463 0.0812 -0.0200
*
```



Arrangement two

The following is a quantum chemistry calculation of a single C5H3N molecule, from OMol25.

Results
E_LUMO in eV: -0.16

```
! RIJCOSX wB97M-V def2-TZVPD def2/J DEFGRID3
* xyz 0 1
C -0.3053 0.9686 0.0650
H -0.5899 0.0556 1.9349
C 0.1990 -0.9537 -1.5482
C 0.1463 -0.1963 -0.5954
H -0.9548 1.8510 1.8663
C 1.5948 -2.4922 -0.8518
H -0.3414 1.8818 -0.5231
N 0.8874 -2.0754 -1.7010
C -0.6359 0.9606 1.3533
*
```



Ranked by calculated energy, most stable first: arrangement two, arrangement one.